(1)
Computed, not measured: one molecule with the formula C11H13N3O2S at a distorted geometry, with wB97M-V/def2-TZVPD.

```
! RIJCOSX wB97M-V def2-TZVPD def2/J DEFGRID3
* xyz 0 1
O 2.119 1.864 -1.527
C 1.348 0.964 -1.250
N 1.604 0.342 -0.048
C 0.390 -0.097 0.642
C -0.065 0.789 1.818
C -0.898 0.049 2.814
C -0.015 -1.042 3.439
C 0.843 -1.822 2.392
C 0.639 -1.578 0.919
C -0.632 0.253 -0.551
O -1.747 -0.200 -0.365
N 0.030 0.960 -1.501
C -0.456 1.021 -2.788
N 0.310 0.657 -3.745
C -0.404 0.696 -4.925
C -1.734 1.146 -4.847
S -2.142 1.385 -3.156
H 2.265 0.866 0.526
H 0.759 1.408 2.205
H -0.697 1.530 1.400
H -1.718 -0.303 2.185
H -1.355 0.647 3.673
H -0.583 -1.791 3.874
H 0.641 -0.700 4.267
H 0.798 -2.902 2.622
H 1.883 -1.502 2.581
H -0.296 -2.025 0.586
H 1.478 -2.063 0.294
H 0.018 0.348 -5.862
H -2.383 1.104 -5.673
*
```

For the HOMO energy, the calculation gives -9.2144 eV. Its HOMO-LUMO gap is 9.794 eV. Its SMILES is O=C1NC2(CCCCC2)C(=O)N1c1nccs1.

These are the natural (NBO) partial charges, in e, on atoms 1 to 8:
1. O -0.5724
2. C 0.7914
3. N -0.6175
4. C 0.0589
5. C -0.4203
6. C -0.4097
7. C -0.4001
8. C -0.4035

---

(2)
Computed, not measured: a 2-piece molecular cluster, C26H31N4O5 overall at a distorted geometry, with wB97M-V/def2-TZVPD.

```
! RIJCOSX wB97M-V def2-TZVPD def2/J DEFGRID3
* xyz -1 1
C -3.757 0.250 3.371
C -2.660 1.302 3.427
N -1.329 0.742 3.114
C -0.235 1.112 4.018
C 0.295 2.513 3.812
C -0.996 0.327 1.850
C -1.944 0.470 0.799
C -2.061 -0.378 -0.334
C -3.165 0.051 -1.279
C -4.398 0.510 -0.796
C -5.396 0.945 -1.676
C -5.175 0.888 -3.057
C -3.960 0.386 -3.548
C -2.972 -0.053 -2.666
O -1.371 -1.385 -0.581
O 0.188 -0.053 1.648
H -4.705 0.710 3.671
H -3.872 -0.175 2.369
H -3.518 -0.561 4.069
H -2.884 2.134 2.736
H -2.589 1.715 4.439
H -0.625 1.002 5.038
H 0.565 0.385 3.863
H 1.096 2.698 4.533
H 0.703 2.622 2.802
H -0.493 3.258 3.963
H -2.513 1.404 0.796
H -4.564 0.524 0.284
H -6.336 1.330 -1.271
H -5.947 1.237 -3.749
H -3.772 0.336 -4.625
H -2.030 -0.471 -3.030
C -1.350 -5.010 1.263
C -0.588 -4.012 0.443
O 0.070 -3.119 1.373
C 1.046 -2.365 0.803
C 1.627 -1.432 1.809
C 2.784 -0.704 1.509
C 3.740 -0.312 2.576
N 2.912 -0.223 0.240
N 2.590 1.010 0.106
C 2.618 1.438 -1.254
N 3.152 0.519 -2.117
C 3.630 0.846 -3.384
C 4.753 0.173 -3.903
C 5.334 0.607 -5.093
C 4.784 1.689 -5.799
C 3.630 2.321 -5.314
C 3.060 1.914 -4.101
O 2.199 2.567 -1.489
O 1.373 -2.446 -0.368
H -2.055 -5.549 0.629
H -0.657 -5.739 1.695
H -1.896 -4.517 2.070
H 0.152 -4.484 -0.208
H -1.264 -3.392 -0.153
H 1.380 -1.610 2.849
H 3.632 -0.988 3.432
H 4.773 -0.383 2.214
H 3.568 0.721 2.926
H 3.397 -0.368 -1.677
H 5.185 -0.653 -3.327
H 6.227 0.103 -5.472
H 5.253 2.042 -6.719
H 3.164 3.139 -5.865
H 2.203 2.440 -3.685
*
```

For the HOMO energy, the calculation gives -3.7532 eV. Its HOMO-LUMO gap is 6.288 eV.

These are the natural (NBO) partial charges, in e, on atoms 1 to 8:
1. C -0.6182
2. C -0.2033
3. N -0.4564
4. C -0.2017
5. C -0.6271
6. C 0.6794
7. C -0.6214
8. C 0.4579